Record 1
C8H20LiNO8P | ωB97M-V/def2-TZVPD

Each line ends with the Löwdin charge.
Atoms and positions in Å:
H 3.92 -50.67 -12.06  0.12
C -3.22 -49.80 -13.34  -0.02
H -2.51 -49.51 -12.73  0.05
H 0.41 -48.17 -15.89  -0.14
H -2.03 -52.22 -13.46  0.10
H 2.45 -53.33 -15.92  0.08
O 2.68 -50.54 -17.43  -0.47
H -1.20 -51.76 -14.99  0.10
H 2.27 -50.41 -11.51  0.14
H 0.72 -53.25 -15.80  0.10
P 1.52 -49.98 -18.06  -0.20
O 2.86 -52.35 -12.38  0.05
H -2.60 -48.68 -15.74  0.18
H -0.73 -51.00 -13.18  0.17
N -2.54 -50.42 -14.44  -0.38
O 1.94 -53.58 -13.92  0.05
C -1.90 -49.46 -15.27  -0.17
C -0.81 -48.57 -14.62  -0.28
H -4.32 -50.15 -15.49  0.16
Li 1.56 -50.64 -15.89  0.53
C 1.65 -53.71 -15.38  0.04
O 0.58 -50.97 -17.52  -0.51
H -1.40 -47.93 -13.91  0.12
O 1.51 -49.51 -19.47  -0.41
O -0.14 -47.66 -15.42  -0.04
H -1.31 -49.68 -16.06  0.09
H -3.82 -49.01 -13.67  0.10
C -1.50 -51.42 -14.02  0.03
H -4.36 -51.55 -14.79  0.02
O 1.22 -49.04 -16.73  -0.53
C 2.26 -52.41 -13.51  -0.61
O 1.87 -51.32 -14.05  0.00
H 1.65 -54.74 -15.53  0.07
H -3.82 -50.52 -12.79  0.12
H -3.18 -51.43 -16.27  0.15
C 3.08 -51.24 -11.61  -0.05
H 0.11 -49.11 -14.24  0.13
H 3.17 -51.51 -10.66  0.03
C -3.63 -51.13 -15.27  0.05

Highest occupied orbital energy   -1.13 eV
Net charge   -1
Strongest force on any atom   0.198 hartree/bohr
ΔE to the lowest compared entry with this formula, charge and spin   113.97 kJ/mol



Record 2
C8H20N2O4P | ωB97M-V/def2-TZVPD

Each line ends with the Löwdin charge.
Atoms and positions in Å:
C 1.53 -3.04 -1.47  -0.11
O -0.48 1.19 1.16  -0.21
H 0.00 -0.45 2.56  0.12
H 1.90 -3.95 -1.09  0.05
H -1.24 3.39 0.58  0.09
H -1.77 -1.91 -2.76  0.07
C 0.11 1.89 0.12  -0.64
C -0.79 -0.66 -1.18  -0.53
N -0.15 1.59 2.51  -0.09
H -0.25 3.63 -0.97  0.06
O 0.22 1.59 -2.54  -0.37
H 0.68 3.93 0.50  0.08
H -1.75 -0.98 0.69  0.04
H 1.97 2.14 -1.01  0.08
N 0.55 -2.53 -0.49  -0.09
H 2.32 -2.24 -1.60  0.10
H -1.19 0.22 3.71  0.05
H -2.35 -1.81 -0.66  0.03
P -0.74 1.26 -1.42  0.47
C -1.07 -1.10 -2.65  -0.05
H 0.48 0.44 4.07  0.04
H -2.78 -0.22 -0.54  0.07
C -0.23 3.43 0.10  -0.05
H 2.33 1.92 0.67  0.07
O 0.37 -1.12 -0.55  -0.21
H 1.72 0.43 -0.28  0.11
C -1.99 -0.92 -0.30  -0.07
H -0.89 2.44 2.73  0.17
O -2.16 1.73 -1.51  -0.35
H -1.46 -0.20 -3.11  0.06
H 1.10 -2.57 0.46  0.14
C 1.56 1.60 -0.10  -0.11
H 1.01 -3.21 -2.40  0.06
H -0.27 -1.44 -3.19  0.04
C -0.23 0.40 3.31  -0.12

SMILES   CNOC(C)(C)P(=O)([O-])C(C)(C)ONC
Highest occupied orbital energy   -4.44 eV
Net charge   -1
Strongest force on any atom   0.077 hartree/bohr
ΔE to the lowest compared entry with this formula, charge and spin   0.00 kJ/mol



Record 3
C8H20N2OP | ωB97M-V/def2-TZVPD

Each line ends with the Löwdin charge.
Atoms and positions in Å:
H -0.75 -1.43 -1.66  0.15
H 4.31 -1.03 -1.92  0.08
H -1.18 0.54 -1.69  0.10
C -1.48 -0.52 -1.49  -0.26
C 0.56 2.27 1.76  -0.23
H 1.02 2.40 4.00  0.12
C -2.79 -0.72 -2.25  -0.12
H -0.89 -0.05 2.17  0.14
H -0.53 2.03 -0.21  0.13
N 1.34 -0.21 -0.50  0.15
H 2.53 -1.73 1.58  -0.04
C -0.79 0.09 0.99  -0.26
C 0.62 -0.61 0.45  -0.55
H 0.99 0.44 -1.10  0.07
H 0.70 -1.17 2.68  -0.08
N 3.30 -1.07 -2.03  0.06
H -2.69 -1.00 -3.27  0.05
H 0.85 3.19 1.30  0.14
H -3.43 0.14 -2.24  0.07
H -2.78 0.19 0.12  0.13
H -0.37 1.30 3.62  0.13
C -0.52 1.62 0.86  -0.14
H -2.04 -1.53 0.28  0.12
C -1.88 -0.46 0.03  -0.19
H 2.27 -0.80 -0.83  0.11
C 0.51 1.87 3.19  -0.11
P 1.09 -1.89 1.57  0.96
H 3.00 -0.15 -2.46  0.10
O 1.44 1.26 2.32  -0.10
H -3.45 -1.62 -1.85  0.13
H -1.41 2.12 1.31  0.13
H 3.09 -1.89 -2.45  0.01

Highest occupied orbital energy   -13.23 eV
Net charge   +1
Strongest force on any atom   0.095 hartree/bohr
ΔE to the lowest compared entry with this formula, charge and spin   208.69 kJ/mol



Record 4
C8H20N2OSi | ωB97M-V/def2-TZVPD

Each line ends with the Löwdin charge.
Atoms and positions in Å:
H -1.92 1.81 -1.15  0.08
H -0.07 -1.56 -2.40  0.10
Si -0.48 0.32 1.37  0.52
H 3.72 0.61 -0.86  0.08
H -1.98 -1.77 0.04  0.13
C 1.23 -0.60 -0.34  -0.22
H 0.99 -0.01 -1.25  0.11
H 1.81 -1.50 -0.63  0.12
H 3.72 1.79 0.43  0.08
H 2.45 1.86 -0.84  0.07
C -1.23 -1.23 -0.58  -0.26
C -0.80 -0.56 3.00  -0.14
C -1.00 -1.95 -1.93  -0.26
C -1.65 2.31 -0.22  -0.14
H 2.69 -0.38 1.24  0.14
N -2.18 -1.81 -2.80  -0.02
H 1.15 2.16 1.10  0.09
H -0.82 -3.01 -1.79  0.11
C 1.18 1.12 1.50  -0.19
H 1.59 1.10 2.53  0.09
H -0.06 -1.34 3.08  0.03
H -1.78 -1.05 3.01  0.03
C 3.05 1.21 -0.21  -0.09
N -0.05 -1.08 0.25  -0.16
H -2.05 -1.16 -3.59  0.07
H -0.71 0.05 3.88  0.02
H -1.63 -0.22 -0.76  0.07
H -2.38 3.07 0.06  0.08
H -2.46 -2.70 -3.19  0.05
C 2.10 0.32 0.59  -0.42
O -1.70 1.35 0.80  -0.25
H -0.70 2.83 -0.33  0.08

SMILES   CO[Si@]1(C)C[C@H](C)CN1CCN
Highest occupied orbital energy   -8.38 eV
Net charge   0
Strongest force on any atom   0.061 hartree/bohr
ΔE to the lowest compared entry with this formula, charge and spin   5.96 kJ/mol



Record 5
C8H20NOP | ωB97M-V/def2-TZVPD

Each line ends with the Löwdin charge.
Atoms and positions in Å:
H -3.33 1.40 1.73  0.10
O 1.38 -0.22 -1.36  -0.38
H -3.63 -1.49 -0.98  0.09
H 1.81 -1.90 -2.98  -0.01
H 0.19 2.92 1.62  0.09
H 3.55 -2.23 -3.26  0.02
P 2.91 -0.84 -1.09  0.81
N -1.32 0.25 0.60  0.04
C -2.37 1.95 2.06  -0.02
C -1.35 1.36 1.16  -0.42
H -1.85 -1.50 -1.28  0.06
C -2.27 -0.79 0.71  -0.46
C -1.61 -2.06 1.22  -0.04
H 4.66 1.04 -0.94  0.04
H -1.28 -2.02 2.22  0.06
H -0.19 2.66 -0.08  0.10
H -2.23 1.80 3.16  0.11
C -2.65 -0.94 -0.79  -0.07
H -2.15 -2.92 1.10  0.04
C 3.77 0.73 -1.61  -0.33
H 0.83 0.00 -0.66  -0.05
H 2.96 1.47 -1.52  0.02
H -0.73 -2.18 0.49  0.11
C 2.79 -1.59 -2.87  -0.25
C -0.10 2.13 0.89  -0.04
H -3.17 -0.40 1.20  0.11
H -2.61 0.09 -1.27  0.10
H -2.43 2.98 1.96  0.05
H 2.70 -0.67 -3.49  0.03
H 4.16 0.78 -2.66  0.04
H 0.61 1.33 0.81  0.05

SMILES   CC(C)=NC(C)C.CP(C)O
Highest occupied orbital energy   -8.71 eV
Net charge   0
Strongest force on any atom   0.075 hartree/bohr
ΔE to the lowest compared entry with this formula, charge and spin   321.00 kJ/mol



Record 6
C8H20NSi | ωB97M-V/def2-TZVPD

Each line ends with the Löwdin charge.
Atoms and positions in Å:
H -2.46 -0.25 -2.31  0.04
H -2.44 2.69 -1.64  0.07
H 1.02 2.68 0.96  0.08
H 1.75 0.51 -0.55  0.20
H 0.76 2.33 -0.69  -0.02
C 1.71 -0.50 1.27  -0.07
H 0.49 -1.11 -1.64  0.07
H -1.49 -2.09 -0.22  0.07
Si -1.12 1.24 0.10  0.81
N 1.61 -0.52 -0.16  -0.27
H 2.71 -0.04 1.55  0.14
H -2.95 0.23 1.43  0.03
H 1.88 -2.36 -1.14  0.10
H -3.07 1.07 -3.23  0.04
C -2.13 0.90 1.68  -0.19
C -2.23 1.62 -1.44  -0.24
C 0.23 2.58 0.15  -0.19
C 0.26 -0.83 -0.66  -0.22
H 1.60 -1.56 1.79  0.16
H 3.17 -1.25 -1.76  0.16
H -1.55 0.43 2.48  0.03
H 0.92 0.14 1.75  0.08
C -2.65 0.79 -2.33  -0.06
H -0.49 -1.75 1.20  0.07
H -2.65 1.82 2.03  0.05
H 0.07 -2.89 -0.06  0.05
H -0.18 3.50 -0.05  0.00
H 3.29 -1.87 -0.27  0.09
C -0.47 -2.02 0.12  -0.07
C 2.47 -1.49 -0.86  -0.03

Highest occupied orbital energy   -12.65 eV
Net charge   +1
Strongest force on any atom   0.106 hartree/bohr
ΔE to the lowest compared entry with this formula, charge and spin   246.83 kJ/mol



Record 7
C8H20Si | ωB97M-V/def2-TZVPD

Each line ends with the Löwdin charge.
Atoms and positions in Å:
C 1.61 -0.23 1.67  -0.04
C 0.49 0.49 -0.58  -0.19
H -3.47 -1.88 0.58  -0.01
C -2.69 -1.81 -0.14  -0.28
H 2.39 -2.40 -0.03  0.07
H 0.39 0.26 -1.63  0.07
H -3.34 2.37 0.14  0.01
H -0.29 2.38 -0.67  0.02
H 0.83 2.20 0.55  0.06
Si -2.17 -0.09 0.38  0.76
H 2.56 -0.29 2.13  0.05
C 1.65 -1.78 -0.42  -0.08
C -3.49 1.32 -0.13  -0.25
H 3.86 -0.43 -0.64  0.11
H -3.21 -1.74 -1.12  0.03
C 1.67 -0.34 0.04  -0.59
H 0.62 -2.14 -0.32  0.07
H -2.01 -2.65 -0.27  0.02
H -3.70 1.32 -1.27  0.05
H -2.07 -0.12 1.92  -0.05
H 2.84 0.90 -1.30  0.04
C 0.61 1.96 -0.46  -0.17
H 1.75 -1.70 -1.49  0.07
H 1.38 2.43 -1.13  0.10
H 3.24 0.86 0.41  0.09
H 1.03 0.71 1.90  0.07
H -4.42 1.14 0.29  -0.03
C 2.97 0.26 -0.50  -0.07
H 0.97 -1.02 2.07  0.07

Highest occupied orbital energy   -7.58 eV
Net charge   0
Strongest force on any atom   0.081 hartree/bohr
ΔE to the lowest compared entry with this formula, charge and spin   242.86 kJ/mol



Record 8
C8H21Cl2HfSSi2 | ωB97M-V/def2-TZVPD

Each line ends with the Löwdin charge.
Atoms and positions in Å:
H -1.94 -3.10 2.12  0.04
H 0.14 0.28 -3.35  0.07
Cl 1.23 4.50 -0.32  0.58
C 0.19 -0.06 0.54  -0.55
H -2.58 -1.55 -0.87  0.03
H -2.97 0.14 -0.44  -0.01
C 2.54 0.01 -1.50  -0.19
H 2.82 4.78 1.40  0.05
C -0.29 0.46 -2.36  -0.20
H -1.08 -0.14 3.56  0.04
Hf 0.10 1.95 -0.23  0.72
H 2.64 1.10 -1.59  0.01
H -2.77 -0.42 3.20  0.04
C -1.05 -2.68 1.64  -0.18
H -3.69 -1.21 0.44  0.04
H -0.85 -3.30 0.76  0.01
C 0.70 -2.43 -1.47  -0.15
C -2.78 -0.86 -0.04  -0.19
H 2.87 -0.40 -2.46  0.05
H -0.41 1.57 -2.39  0.01
Si 0.79 -0.61 -1.15  0.37
H 0.95 -0.18 1.32  0.02
H 1.21 -2.92 -0.64  0.05
H -0.22 -2.79 2.33  0.04
H 1.20 -2.71 -2.40  0.05
H 3.24 -0.32 -0.73  0.05
H -0.33 -2.80 -1.50  0.04
Si -1.39 -0.89 1.22  0.38
H 3.56 4.09 -0.09  0.05
H -1.32 0.11 -2.36  0.05
S -1.89 2.78 0.12  0.09
C 2.71 4.08 0.58  -0.85
H -2.00 1.07 2.64  0.00
Cl 2.51 2.44 1.24  0.62
C -1.85 0.00 2.80  -0.18

Highest occupied orbital energy   -12.23 eV
Net charge   +1
Strongest force on any atom   0.011 hartree/bohr
ΔE to the lowest compared entry with this formula, charge and spin   0.00 kJ/mol



Record 9
C8H21ClIOP2W | ωB97M-V/def2-TZVPD

Each line ends with the Löwdin spin population.
Atoms and positions in Å:
H 0.42 -1.60 3.01  0.00
H 1.47 2.51 -3.23  0.00
C 1.24 1.57 -2.71  -0.01
C -1.05 3.08 -1.69  0.01
C 3.60 -2.11 -0.35  0.04
H -3.50 -1.45 0.39  0.00
H -0.97 -0.54 3.40  0.00
H 0.21 -3.35 0.49  0.00
H 0.62 0.94 -3.34  0.00
C -3.04 -1.42 1.39  0.01
H 3.78 -2.84 0.45  0.00
H 1.65 4.02 -0.83  0.00
W -0.09 -0.16 -0.38  1.28
H -1.28 -3.22 -0.50  0.00
H 4.54 -1.69 -0.71  0.00
C -0.98 1.07 0.87  0.12
O -1.52 1.82 1.63  0.16
H -1.57 3.42 -0.78  0.00
H 0.80 3.49 0.65  0.00
H 2.29 2.65 0.13  0.00
H -1.36 -3.90 1.17  0.00
P -1.24 -1.54 1.23  0.02
C -0.66 -1.50 2.95  0.01
H -3.39 -2.26 2.01  0.00
C 1.38 3.15 -0.22  0.02
I 2.34 -0.48 0.54  0.16
H -1.14 -2.32 3.50  0.00
Cl -1.50 -0.71 -2.07  0.17
H -1.75 2.51 -2.32  0.00
H 2.18 1.05 -2.47  0.00
H 3.00 -2.53 -1.16  0.00
C -0.87 -3.16 0.52  -0.01
H -3.29 -0.47 1.88  0.00
H -0.65 3.95 -2.24  0.00
P 0.35 2.04 -1.22  0.02

Highest occupied orbital energy (spin up / spin down)   -19.84 / -21.70 eV
⟨S²⟩   2.02
Net charge   +3
Multiplicity   3
Strongest force on any atom   0.139 hartree/bohr
ΔE to the lowest compared entry with this formula, charge and spin   0.00 kJ/mol



Record 10
C8H21F4HgN3O12S4 | ωB97M-V/def2-TZVPD

Each line ends with the Löwdin charge.
Atoms and positions in Å:
C 2.62 -3.31 0.74  -0.25
S -2.62 -2.25 1.13  0.56
O -2.21 1.20 -0.84  -0.31
H 3.27 1.66 -1.61  0.10
C 0.95 2.70 1.63  -0.16
H -0.48 3.07 -0.67  0.11
H -2.86 3.13 -0.78  0.14
H -1.22 3.98 0.65  0.13
S 0.18 0.75 -3.29  0.57
O -1.06 1.06 -3.93  -0.23
H 3.03 2.54 1.15  0.13
N -0.37 2.14 1.27  -0.10
H -0.92 2.19 2.12  0.12
H 2.78 -0.07 -1.33  0.09
N 0.10 -0.39 -2.01  -0.35
H 1.98 3.26 -0.15  0.13
F -0.07 -2.68 -1.86  -0.21
C -3.38 0.55 -1.34  -0.05
O -2.94 -0.27 3.43  -0.26
H -3.88 1.25 -2.02  0.10
O 1.35 0.78 -4.15  -0.24
O 1.48 -1.21 1.21  -0.16
C 3.01 0.89 -0.88  -0.06
N -1.50 -1.06 1.51  -0.38
H 2.23 -0.87 1.70  0.10
H 2.88 -4.24 1.26  0.12
O -3.99 -1.83 1.12  -0.24
H 0.52 -3.00 0.93  0.11
S 0.27 -1.60 -3.00  0.45
F -2.23 -2.24 -0.43  -0.20
H 3.51 -2.68 0.90  0.12
S -1.79 -1.05 3.02  0.46
H -3.08 2.20 0.74  0.14
C 1.44 -2.65 1.40  -0.17
O -2.30 -3.60 1.51  -0.23
H 3.90 0.75 -0.25  0.10
O -1.40 -2.18 3.81  -0.24
C -1.06 2.98 0.25  -0.17
H 3.19 -3.86 -1.03  0.10
C 2.09 2.47 0.60  -0.20
F 0.41 2.02 -2.31  -0.21
H -3.99 0.17 -0.53  0.09
O 1.93 1.21 0.01  -0.31
O -0.90 -1.78 -3.84  -0.25
H 0.82 3.77 1.83  0.12
H 1.40 -2.78 2.48  0.13
O 2.38 -3.55 -0.63  -0.05
H -3.08 -0.30 -1.96  0.09
Hg -0.25 0.08 0.09  1.24
C -2.42 2.39 -0.10  -0.19
O 1.55 -2.02 -3.46  -0.23
H 1.29 2.27 2.57  0.12
F -0.56 0.00 3.34  -0.24

Highest occupied orbital energy   -10.68 eV
Net charge   0
Strongest force on any atom   0.158 hartree/bohr
ΔE to the lowest compared entry with this formula, charge and spin   78.33 kJ/mol



Record 11
C8H21F7HfN9O25S5 | ωB97M-V/def2-TZVPD

Each line ends with the Löwdin charge.
Atoms and positions in Å:
C -2.77 -0.13 -3.57  0.06
O 1.11 -6.22 -2.98  0.09
O -2.61 -1.32 5.57  -0.20
H -3.56 -0.86 -3.75  0.11
C 2.43 -4.73 -4.29  0.06
S 1.13 1.51 -0.23  0.57
O -1.38 -2.69 0.09  -0.48
N -2.95 1.97 0.87  -0.33
H 1.65 -4.41 -4.99  0.10
S -1.38 1.08 4.42  0.67
O -3.18 -4.20 0.32  -0.26
H -0.33 2.39 -4.04  0.06
O 0.34 2.50 -0.93  -0.22
H -1.55 3.28 0.09  0.08
H 3.01 -3.82 -4.16  0.09
O 1.56 -4.82 0.76  0.14
F 0.21 -1.67 -1.70  -0.21
O 1.27 -2.77 1.22  -0.07
O 2.07 5.19 0.63  0.08
N 2.10 4.89 1.83  -0.42
H 2.52 5.74 3.84  0.10
N 0.48 -0.09 -0.16  -0.36
N 2.33 -0.27 2.90  -0.30
H 3.76 0.23 4.41  0.11
C 2.72 5.89 2.78  0.05
O -2.10 1.04 0.90  -0.15
S -1.94 -4.01 -0.37  0.59
O -1.01 -5.13 -0.19  -0.26
O -2.22 -0.58 -1.33  -0.04
O -0.55 5.37 -2.85  0.06
H 3.49 -4.05 -0.47  0.10
N -2.81 0.15 -2.13  -0.34
C 3.39 -3.39 0.39  0.09
O 2.56 1.68 -0.04  -0.19
Hf -0.85 -0.98 1.41  2.16
C -2.31 -3.93 -2.31  -0.62
H 3.42 -2.33 0.12  0.07
O -4.13 0.13 4.24  -0.19
C -2.45 3.35 0.71  0.09
O -2.17 2.28 4.06  -0.23
O -2.04 3.79 -2.91  0.02
O 0.62 0.43 -2.73  -0.21
N -1.75 -0.29 3.32  -0.41
O -4.15 1.82 0.90  0.19
F -3.26 -1.96 3.42  -0.21
F -0.10 1.43 3.58  -0.22
O 2.40 -0.94 -1.69  -0.21
H -2.09 3.84 1.61  0.12
H 3.78 6.06 2.56  0.10
H 2.11 0.21 5.09  0.11
H 4.09 -3.59 1.19  0.11
F -2.72 -5.15 -2.73  0.16
C -0.03 3.43 -4.13  0.06
F -1.21 -3.52 -2.96  0.12
O 1.16 -0.62 2.72  -0.13
S 1.09 -0.35 -1.63  0.48
O 1.50 -4.23 -2.16  0.01
O -3.39 1.16 -1.72  0.09
N 1.97 -3.70 0.89  -0.38
H -1.79 -0.48 -3.90  0.11
S -2.91 -0.63 4.32  0.47
O 1.82 3.85 2.35  0.05
H -0.05 3.78 -5.16  0.10
O -0.80 0.83 5.77  -0.21
H -3.12 0.68 -4.19  0.11
H 3.09 -5.50 -4.68  0.10
H 2.29 6.85 2.52  0.10
F 0.53 1.66 1.21  -0.23
H 0.95 3.53 -3.67  0.10
C 2.71 0.44 4.20  0.11
O 3.23 -0.61 2.13  0.14
N 1.64 -5.11 -3.02  -0.38
H 2.58 1.49 3.95  0.10
F -3.27 -3.12 -2.57  0.18
N -0.95 4.28 -3.25  -0.40
H -3.23 3.97 0.27  0.12

Highest occupied orbital energy   -12.89 eV
Net charge   +1
Strongest force on any atom   0.209 hartree/bohr
ΔE to the lowest compared entry with this formula, charge and spin   78.87 kJ/mol



Record 12
C8H21FLi2NO3 | ωB97M-V/def2-TZVPD

Each line ends with the Löwdin charge.
Atoms and positions in Å:
H 0.77 -5.89 5.08  0.05
C 0.21 -5.74 4.15  -0.16
H 0.89 -3.74 4.16  0.06
O 0.72 -4.35 2.18  -0.42
H 0.37 -6.61 3.52  0.05
H -6.28 1.83 -0.74  0.09
H 6.95 0.06 -0.33  0.06
C 6.24 0.01 -2.43  -0.61
H -3.98 1.43 -0.45  0.13
F -1.28 -1.99 -3.55  -0.90
H -0.85 -5.50 4.22  0.05
H -3.17 2.76 -2.37  0.07
H -1.46 2.66 -2.11  0.07
H 2.01 -4.91 3.58  0.06
H 8.04 -0.83 -1.45  0.04
C -2.56 3.11 -0.31  -0.43
H -6.15 1.96 0.99  0.09
Li 0.72 -0.75 -0.65  0.86
H -3.86 2.13 1.19  0.12
O -4.96 3.23 -0.08  -0.19
C -2.34 3.24 -1.85  -0.03
H -2.70 4.08 0.16  0.13
C 7.34 0.00 -1.35  -0.13
C 0.96 -4.61 3.50  -0.64
C -6.16 2.55 0.08  -0.14
H -0.75 3.06 0.25  0.07
N -1.50 2.38 0.33  0.01
C -3.86 2.35 0.12  -0.20
H 6.65 -0.31 -3.38  0.06
H -1.63 2.49 1.32  0.07
H -7.04 3.19 0.04  0.09
H 7.97 0.83 -1.66  0.04
H 5.93 1.03 -2.69  0.06
Li 1.93 -2.71 -5.01  0.87
H -2.25 4.25 -2.25  0.07
O 5.10 -0.69 -2.20  -0.42

Highest occupied orbital energy   -2.56 eV
Net charge   -1
Strongest force on any atom   0.047 hartree/bohr
ΔE to the lowest compared entry with this formula, charge and spin   766.04 kJ/mol